This record from OMol25 describes 2 unconnected molecules or ions with the total composition C3H8NO at a distorted geometry. The level of theory is wB97M-V/def2-TZVPD.

The largest force on an atom is 1.0 eV/A. For the calculated total energy, the calculation gives -249.07124 Eh. Its gap between HOMO and LUMO is 6.45 eV. For the lowest unoccupied orbital energy, the calculation gives 4.32 eV. The relative energy (zero: lowest compared OMol25 entry of this formula, charge and spin) comes out at 40.4 kJ/mol. Its HOMO energy is -0.0781 Ha. Its charge is -1.

Positions of all 13 atoms, in Å:
1 C 1.89 1.37 1.25
2 O 1.89 0.59 0.08
3 H 2.56 2.24 1.10
4 H 2.29 0.81 2.11
5 H 0.89 1.76 1.43
6 C -2.10 -1.66 -1.09
7 C -0.91 -1.05 -0.76
8 N -0.63 0.25 -0.58
9 H -2.99 -1.07 -0.90
10 H -2.26 -2.71 -1.30
11 H -0.01 -1.68 -0.70
12 H -1.52 0.74 -0.50
13 H 0.90 0.43 -0.15

This record from OMol25 describes a molecular structure, C29H39BCeCl2N10O2S at a distorted geometry. The level of theory is wB97M-V/def2-TZVPD.

The largest force on an atom is 3.1 eV/A. For the calculated total energy, the calculation gives -3645.10449 Eh. The spin multiplicity is 2. Its gap between HOMO and LUMO (alpha / beta) is 8.42 / 8.43 eV. For the lowest unoccupied orbital energy (alpha / beta), the calculation gives -2.42 / -2.42 eV. As for the expectation value of S²: 0.7506. Its HOMO energy (alpha / beta) is -0.3986 / -0.3987 Ha. Its charge is +1.

Positions of all 85 atoms, in Å:
1 Ce 0.40 0.12 0.49
2 C 3.71 0.62 -1.24
3 C 3.24 1.93 -1.88
4 C 4.43 2.78 -2.31
5 C 2.35 2.71 -0.94
6 C 2.06 4.09 -0.97
7 C 1.31 4.32 0.16
8 N 1.15 3.15 0.81
9 N 1.78 2.16 0.13
10 B 0.53 2.98 2.23
11 N -0.98 2.60 2.11
12 C -1.97 3.23 2.75
13 C -3.17 2.68 2.34
14 C -2.82 1.69 1.42
15 N -1.49 1.65 1.27
16 C -3.79 0.84 0.66
17 C -4.46 1.67 -0.45
18 C -3.20 -0.44 0.10
19 N 1.34 1.92 3.02
20 C 1.92 2.09 4.22
21 C 2.69 0.98 4.50
22 C 2.53 0.14 3.38
23 N 1.72 0.71 2.50
24 C 3.17 -1.19 3.12
25 C 2.79 -1.73 1.74
26 C 2.84 -2.19 4.22
27 H 4.43 0.12 -1.89
28 H 2.88 -0.07 -1.12
29 H 4.18 0.81 -0.28
30 H 2.66 1.69 -2.78
31 H 5.00 3.10 -1.43
32 H 4.12 3.67 -2.86
33 H 5.09 2.20 -2.95
34 H 2.39 4.82 -1.69
35 H 0.91 5.23 0.57
36 H 0.59 4.02 2.83
37 H -1.76 4.02 3.45
38 H -4.16 2.96 2.66
39 H -4.57 0.56 1.38
40 H -3.71 1.96 -1.20
41 H -4.92 2.57 -0.06
42 H -5.23 1.08 -0.96
43 H -2.46 -0.22 -0.68
44 H -3.97 -1.05 -0.36
45 H -2.72 -1.04 0.88
46 H 1.76 2.99 4.78
47 H 3.29 0.80 5.38
48 H 4.25 -1.02 3.12
49 H 1.72 -1.96 1.71
50 H 3.30 -2.66 1.52
51 H 3.06 -1.02 0.96
52 H 1.76 -2.35 4.29
53 H 3.18 -1.84 5.20
54 H 3.32 -3.15 4.02
55 N -3.46 -5.21 -4.47
56 C -2.59 -4.55 -3.65
57 C -1.27 -4.31 -4.06
58 C -0.40 -3.63 -3.25
59 C -0.84 -3.18 -2.00
60 C -2.14 -3.41 -1.57
61 C -3.01 -4.09 -2.39
62 S 0.27 -2.35 -1.00
63 O -0.46 -1.98 0.26
64 O 1.46 -3.10 -0.78
65 N 0.68 -0.91 -1.59
66 C -0.20 -0.10 -2.34
67 N -0.68 -0.49 -3.51
68 C -1.41 0.41 -4.17
69 C -1.65 1.69 -3.69
70 C -1.14 1.98 -2.45
71 N -0.44 1.08 -1.76
72 H -3.13 -5.64 -5.32
73 H -4.36 -5.49 -4.14
74 H -0.93 -4.66 -5.03
75 H 0.62 -3.45 -3.57
76 H -2.47 -3.06 -0.60
77 H -4.03 -4.28 -2.07
78 H -1.81 0.09 -5.13
79 H -2.21 2.42 -4.26
80 H -1.30 2.94 -1.97
81 Cl -0.92 -0.83 3.06
82 C -1.15 -2.60 3.21
83 Cl -0.96 -3.14 4.87
84 H -0.42 -3.08 2.58
85 H -2.16 -2.82 2.89

This record from OMol25 describes a molecular structure, C20H43N2OsP3Se at a distorted geometry. The level of theory is wB97M-V/def2-TZVPD.

The largest force on an atom is 3.5 eV/A. For the calculated total energy, the calculation gives -4411.84809 Eh. The spin multiplicity is 5. Its gap between HOMO and LUMO (alpha / beta) is 5.97 / 5.89 eV. For the lowest unoccupied orbital energy (alpha / beta), the calculation gives -13.61 / -15.21 eV. The relative energy (zero: lowest compared OMol25 entry of this formula, charge and spin) comes out at 353.7 kJ/mol. As for the expectation value of S²: 6.0437. Its HOMO energy (alpha / beta) is -0.7196 / -0.7754 Ha. Its charge is +4.

Positions of all 70 atoms, in Å:
1 Os -0.43 -0.37 -0.31
2 P -1.48 -2.28 0.46
3 P 1.26 -0.52 1.41
4 P 1.01 -1.30 -1.78
5 H -1.97 1.85 -2.41
6 C -1.99 0.77 -2.56
7 C -2.07 -0.10 -1.37
8 H -2.73 0.27 -0.54
9 C -2.95 -1.93 1.48
10 C -0.55 -3.50 1.50
11 C -2.10 -3.42 -0.85
12 C 2.13 1.08 1.38
13 C 0.81 -0.68 3.21
14 C 2.66 -1.73 1.39
15 C 0.31 -1.36 -3.46
16 C 1.69 -3.00 -1.59
17 C 2.49 -0.23 -1.95
18 H -2.67 0.39 -3.33
19 H -2.41 -1.06 -1.77
20 H -3.44 -1.00 1.16
21 H -2.65 -1.85 2.53
22 H -3.66 -2.77 1.35
23 H -0.21 -3.04 2.43
24 H 0.31 -3.93 0.96
25 H -1.25 -4.32 1.75
26 H -2.60 -2.89 -1.67
27 H -2.83 -4.09 -0.38
28 H -1.27 -4.01 -1.28
29 H 2.82 1.15 2.23
30 H 1.41 1.91 1.46
31 H 2.68 1.22 0.45
32 H 1.60 -1.21 3.76
33 H -0.13 -1.22 3.34
34 H 0.71 0.32 3.65
35 H 3.20 -1.66 2.35
36 H 3.38 -1.55 0.59
37 H 2.30 -2.77 1.30
38 H 0.99 -1.90 -4.12
39 H 0.15 -0.35 -3.85
40 H -0.66 -1.87 -3.45
41 H 2.03 -3.36 -2.57
42 H 0.93 -3.70 -1.21
43 H 2.55 -3.02 -0.91
44 H 2.84 -0.30 -2.98
45 H 3.29 -0.55 -1.27
46 H 2.22 0.81 -1.73
47 C 1.31 3.70 -1.45
48 C 0.33 2.88 -2.02
49 C 0.53 2.35 -3.29
50 C 1.71 2.63 -4.00
51 C 2.68 3.44 -3.42
52 C 2.49 3.99 -2.14
53 Se 1.13 4.35 0.35
54 H -0.31 4.61 0.16
55 H -0.51 2.60 -1.39
56 H -0.23 1.72 -3.72
57 H 1.91 2.18 -4.97
58 H 3.61 3.65 -3.93
59 H 3.23 4.62 -1.65
60 C -2.35 3.12 3.28
61 N -2.08 1.68 3.24
62 C -2.23 0.93 4.51
63 C -1.52 1.16 2.18
64 N -1.28 0.80 1.08
65 H -1.47 3.71 3.58
66 H -3.17 3.29 3.99
67 H -2.66 3.46 2.29
68 H -2.59 -0.10 4.35
69 H -1.29 0.86 5.06
70 H -2.97 1.46 5.12

This record from OMol25 describes 2 unconnected molecules or ions with the total composition C10H16O at a distorted geometry. The level of theory is wB97M-V/def2-TZVPD.

The largest force on an atom is 2.7 eV/A. For the calculated total energy, the calculation gives -465.83448 Eh. Its gap between HOMO and LUMO is 9.69 eV. For the lowest unoccupied orbital energy, the calculation gives 0.85 eV. The relative energy (zero: lowest compared OMol25 entry of this formula, charge and spin) comes out at 166.2 kJ/mol. As for the SMILES: Cc1ccc(O)cc1.CCC. Its HOMO energy is -0.3250 Ha.

Positions of all 27 atoms, in Å:
1 C 2.33 -1.55 0.25
2 C 0.24 1.06 2.10
3 C 1.29 0.37 1.54
4 C -1.01 0.44 1.89
5 C 1.13 -0.82 0.84
6 C -1.20 -0.72 1.18
7 C -0.11 -1.43 0.67
8 O -2.08 1.13 2.50
9 H 0.21 1.97 2.67
10 H 2.34 0.62 1.70
11 H -2.25 1.91 1.95
12 H -2.24 -1.03 1.10
13 H 2.56 -1.20 -0.75
14 H 2.11 -2.63 0.25
15 H -0.20 -2.37 0.15
16 H 3.17 -1.66 0.94
17 C -0.41 0.64 -3.45
18 C -1.30 0.18 -2.25
19 C 1.07 0.44 -3.45
20 H -0.91 0.30 -4.36
21 H -0.61 1.72 -3.57
22 H -2.24 -0.19 -2.63
23 H 1.57 1.41 -3.45
24 H 1.54 -0.13 -2.64
25 H 1.36 -0.07 -4.37
26 H -0.72 -0.56 -1.71
27 H -1.53 1.02 -1.59

This record from OMol25 describes a single C10H13O4P molecule at a distorted geometry. The level of theory is wB97M-V/def2-TZVPD.

The largest force on an atom is 3.9 eV/A. For the calculated total energy, the calculation gives -1031.18535 Eh. Its gap between HOMO and LUMO is 9.43 eV. For the lowest unoccupied orbital energy, the calculation gives 0.74 eV. The relative energy (zero: lowest compared OMol25 entry of this formula, charge and spin) comes out at 0.0 kJ/mol. As for the SMILES: COP(=O)(OC)O/C=C\c1ccccc1. Its HOMO energy is -0.3196 Ha.

Positions of all 28 atoms, in Å:
1 C -3.94 -0.10 0.20
2 C -3.63 -0.37 1.51
3 C -2.98 -0.23 -0.80
4 C -2.34 -0.72 1.90
5 C -1.71 -0.68 -0.44
6 C -1.40 -0.95 0.88
7 C 1.18 -1.39 0.53
8 C 2.34 0.54 -2.95
9 C 1.61 1.81 1.22
10 C -0.03 -1.46 1.20
11 O 1.48 -0.69 -0.63
12 O 3.73 -0.13 0.45
13 O 3.34 0.59 -1.92
14 O 1.97 1.70 -0.18
15 P 2.77 0.35 -0.49
16 H -4.85 0.32 -0.25
17 H -4.44 -0.21 2.30
18 H -3.17 -0.07 -1.88
19 H -1.94 -0.72 2.92
20 H -0.86 -0.73 -1.28
21 H 2.11 -1.76 0.83
22 H 2.60 -0.34 -3.68
23 H 2.36 1.56 -3.49
24 H 1.42 0.19 -2.50
25 H 0.53 2.00 1.21
26 H 2.02 2.78 1.55
27 H 1.79 0.93 1.75
28 H 0.03 -2.23 2.05

This record from OMol25 describes a single C12H13FN2 molecule at a distorted geometry. The level of theory is wB97M-V/def2-TZVPD.

The largest force on an atom is 4.1 eV/A. For the calculated total energy, the calculation gives -674.20596 Eh. Its gap between HOMO and LUMO is 8.60 eV. For the lowest unoccupied orbital energy, the calculation gives 0.59 eV. The relative energy (zero: lowest compared OMol25 entry of this formula, charge and spin) comes out at 642.2 kJ/mol. Its HOMO energy is -0.2942 Ha.

Positions of all 28 atoms, in Å:
1 C 2.27 -1.46 2.83
2 C 3.25 -0.52 2.78
3 C 1.18 -1.39 1.98
4 C 3.15 0.52 1.87
5 C 1.08 -0.39 0.99
6 C -0.20 -0.22 0.24
7 C 2.05 0.64 1.04
8 C 1.49 1.99 -0.98
9 C -0.97 0.90 0.21
10 C -2.17 0.72 -0.55
11 C -1.90 -0.69 -1.23
12 C -1.79 -0.57 -2.73
13 N 1.74 1.83 0.29
14 N -0.66 -1.18 -0.61
15 F -0.96 -2.55 -0.09
16 H 2.32 -2.19 3.53
17 H 4.25 -0.70 3.26
18 H 0.41 -2.15 2.19
19 H 3.91 1.34 1.83
20 H -0.82 1.72 0.79
21 H 1.64 1.11 -1.65
22 H -2.78 0.75 0.34
23 H -2.36 1.47 -1.24
24 H -2.76 -1.24 -0.94
25 H -0.99 0.09 -2.79
26 H -2.74 0.03 -3.14
27 H -1.60 -1.54 -3.16
28 H 1.50 2.64 0.90